Entry 1:
C53H65AsN2O4P2S2SiV as an isolated structure at a distorted geometry, computed with ωB97M-V/def2-TZVPD.

```
131
C53H65AsN2O4P2S2SiV, DFT ωB97M-V/def2-TZVPD
C -1.192 4.508 -0.115
C -1.038 -2.117 3.490
C 3.029 -0.588 -1.069
H -1.094 -7.615 0.686
H 3.255 0.043 -1.929
H 2.717 -5.365 -3.650
H -2.812 -3.522 -4.298
O -1.019 1.963 -0.664
V -0.234 0.275 -0.170
H 0.686 -4.229 -2.883
C -1.629 -3.189 -2.546
H -0.913 4.534 -1.167
N 3.728 -0.991 1.819
H 2.071 3.373 -0.572
H 2.656 -3.218 0.785
H -5.826 1.765 -1.688
As 0.008 -2.725 -0.118
C 4.858 1.403 -0.066
S -3.155 0.387 0.387
H 6.060 -2.104 2.271
C 2.709 -4.889 -2.678
C 1.425 4.375 -4.443
H -0.612 5.230 0.452
C -0.772 -0.488 5.375
H 3.779 3.709 -0.892
C 2.673 -3.689 -0.194
C 2.197 3.227 -4.537
H -0.065 -2.520 3.762
C -0.154 -6.786 2.432
H 3.163 3.260 -5.024
C 0.432 -4.461 2.273
C 0.180 4.313 -3.834
C -0.282 3.111 -3.319
H 2.936 2.454 -1.806
C 4.918 -2.578 5.448
H -2.632 0.931 3.683
C 1.229 -2.350 -6.360
H -2.687 -3.593 0.635
H -4.756 -4.207 -0.542
H -1.269 3.071 -2.871
H -6.024 0.974 0.624
O -1.785 2.615 1.560
H 1.539 -2.913 -7.230
C -2.717 -3.566 -0.450
C 0.416 -0.885 -4.091
P 2.178 0.454 0.161
H -0.758 -2.906 -3.116
C 1.727 2.028 -4.019
C -5.198 0.932 -1.372
C -3.882 -3.913 -1.111
H 4.150 3.395 1.616
H 2.333 1.136 -4.133
C -0.660 -5.539 0.438
C 3.225 -1.543 4.097
C 1.689 -1.446 -4.179
C 3.837 -4.935 -1.877
H -2.258 4.682 0.012
C 4.108 -1.551 2.989
H 4.990 1.163 -1.120
H 0.906 -3.589 2.707
C -1.575 -3.201 -1.162
O -2.049 -0.517 -0.189
C 0.416 -5.652 2.986
H -1.189 -2.235 2.414
C -3.928 -3.891 -2.501
H 1.780 5.308 -4.863
H -0.732 -1.926 -7.126
H -1.373 -1.199 5.947
Si -0.193 0.293 -2.707
H -3.797 2.431 -0.596
C -0.044 -1.797 -6.299
H 6.798 -2.980 4.468
C -0.134 -4.380 1.008
N 1.993 -0.998 3.983
H -1.045 -5.524 -0.571
H -0.640 2.268 4.034
H -2.964 -0.534 2.759
H 0.854 1.484 4.650
H 5.123 0.540 0.540
C 5.798 -2.588 4.342
C -0.677 -6.729 1.147
H 4.734 -5.432 -2.223
C 3.814 -4.339 -0.620
C 3.465 2.545 1.633
H -1.653 0.326 -3.068
O 0.561 2.864 0.903
H -1.014 0.513 5.734
H -3.194 -0.533 4.508
C 5.400 -2.103 3.128
H -3.087 1.348 -1.807
C -2.565 -0.158 3.698
H 3.096 -2.581 -5.322
H -0.435 5.204 -3.775
H -4.805 -1.109 1.315
C 1.559 -4.239 -2.244
C -2.798 -3.528 -3.215
C 0.484 1.944 -3.389
H 0.275 -0.699 5.563
C -5.767 0.235 -0.140
C -0.438 -1.074 -5.184
H -1.801 -2.707 4.005
H 4.684 -4.386 0.022
H -4.838 -4.162 -3.020
C 3.442 1.901 0.243
H 3.820 1.846 2.392
H 0.897 2.537 3.222
H 5.552 2.211 0.172
C 3.649 -2.085 5.329
H 3.937 -1.027 -0.668
H 0.854 -5.693 3.975
C 2.547 -0.431 1.742
C -1.126 -0.647 3.895
C 0.309 1.806 3.765
C -3.804 1.416 -0.995
P -0.034 0.349 2.698
C 2.096 -2.166 -5.296
H -5.132 0.220 -2.196
H -6.664 -0.341 -0.363
H 2.354 -1.374 -1.380
C 1.639 -0.447 2.849
C -4.644 -0.668 0.332
H 2.964 -2.082 6.166
H -4.423 -1.440 -0.401
H 2.484 2.910 1.912
H -0.177 -7.712 2.991
S -0.827 2.878 0.512
C 1.538 -3.619 -1.005
H -1.437 -0.650 -5.160
C 3.026 2.920 -0.824
H 2.393 -1.332 -3.368
H 5.258 -2.964 6.400
```

Results
LUMO level (alpha / beta): -3.108 / -3.018 eV
gap between HOMO and LUMO (alpha / beta): 7.258 / 7.150 eV
⟨S²⟩: 2.046
HOMO level (alpha / beta): -10.3661 / -10.1682 eV
net charge: +1
spin multiplicity: 3


Entry 2:
A 2-piece molecular cluster, C53H67N3O4 overall at a distorted geometry, computed with ωB97M-V/def2-TZVPD.

```
127
C53H67N3O4, DFT ωB97M-V/def2-TZVPD
H -1.250 0.752 3.744
C 0.777 0.089 1.050
H 2.477 -2.966 0.331
H 5.780 2.840 -2.867
C 8.401 -1.821 0.533
C 4.915 -6.073 -0.674
H 6.633 -4.287 -2.001
C 4.424 -6.737 -1.992
H 3.424 1.595 -4.014
N -0.056 3.112 3.858
C 9.490 -0.952 0.442
C -1.926 -3.574 -1.049
H -1.299 4.621 4.519
H 0.804 4.462 5.185
C 5.330 -2.628 -0.894
C 5.855 -6.596 1.499
H 2.470 -5.715 -1.917
H 2.836 -4.970 3.535
C 0.249 -2.648 -1.525
H 5.001 -5.519 3.156
H 8.135 -5.193 -1.911
C 8.381 -3.245 -2.794
C 4.456 -4.815 -0.140
H 5.323 -2.255 2.642
C 6.879 0.069 0.337
C 1.196 2.316 1.916
O 1.275 -2.627 -2.184
C 8.042 -3.704 -4.216
C -0.155 -0.126 2.100
H 9.429 1.085 -3.930
H 8.546 -3.067 -4.951
C 6.630 -1.271 -2.592
H 4.577 -8.790 -1.201
C -3.062 -4.186 -1.865
C 4.869 -8.206 -2.077
C 1.002 -0.920 0.036
C -1.661 -4.381 0.212
C 3.889 -3.583 -2.299
C 0.871 3.392 4.939
H -3.276 -3.529 -2.715
H 7.057 1.790 -4.020
H 5.028 -3.611 3.757
H 1.958 -3.429 3.403
N 5.576 -2.167 -2.178
C -0.497 0.900 2.966
H -0.623 -1.098 2.235
H 10.159 -4.452 -2.492
C 6.329 0.058 -2.947
H 10.507 -1.350 0.518
H 5.016 1.488 -4.804
N 4.403 -3.665 -1.007
O -1.888 -0.232 0.028
C 2.897 -6.716 -2.000
H 5.957 -8.284 -2.220
H 2.357 -1.888 1.755
H 4.587 -5.215 -3.603
C 8.958 -0.787 -2.957
C 5.257 2.192 -2.156
H 8.543 -2.885 0.734
C 8.647 0.444 -3.525
C -1.398 3.607 4.109
C 1.474 1.318 1.005
C 7.966 0.931 0.211
C 7.321 0.835 -3.562
H -2.766 -5.178 -2.210
H 5.855 2.121 -1.239
H 1.892 3.136 4.636
H 4.304 2.679 -1.912
C 4.593 -2.692 -3.004
C 4.544 -2.876 3.102
H 5.027 -6.850 -4.075
C 4.330 0.983 -4.114
H 3.792 -1.851 0.745
H 3.298 0.849 -1.406
H 6.135 -5.921 -3.057
H -1.971 3.643 3.176
C 3.647 -3.564 2.066
C 5.815 -6.789 0.125
O -2.374 -2.229 -0.766
H 7.845 -3.860 -0.776
H 3.926 -2.208 3.723
C 5.072 -6.128 -3.243
H -3.950 -4.252 -1.228
H 4.056 0.015 -4.552
H 6.442 -7.260 2.137
H -0.911 -3.914 0.866
C 9.883 -3.389 -2.526
C 0.202 2.123 2.909
H 10.010 -1.006 -2.767
H 10.138 -2.950 -1.551
C 7.962 -1.742 -2.704
H -1.943 2.987 4.840
H 10.483 -2.913 -3.311
C 4.982 0.797 -2.742
O -0.745 -3.508 -1.895
C -1.459 -1.314 -0.316
H 1.955 -1.005 -0.463
C 9.266 0.422 0.286
C 3.036 -2.522 1.164
H 0.615 2.814 5.848
C 4.013 0.108 -1.792
C 4.402 -4.660 1.272
H 3.421 -0.672 -2.282
H -2.609 -4.488 0.761
H 6.963 -3.636 -4.401
C 5.078 -5.595 2.070
C 2.484 -4.207 2.832
H 2.520 -7.189 -2.913
H 3.002 -4.104 -2.602
H 1.764 -4.665 2.140
H 7.789 1.999 0.079
H -1.321 -5.382 -0.090
H 2.213 1.473 0.213
H 6.442 -7.573 -0.311
H 4.535 -0.317 -0.925
C 5.976 -2.262 0.258
H 1.721 3.268 1.886
C -0.024 -1.716 -0.415
H 8.357 -4.742 -4.376
H 2.535 -7.285 -1.133
H 4.402 -8.666 -2.959
H 4.503 -2.393 -4.037
H 5.851 0.415 0.447
H 5.919 -3.005 1.045
C 7.097 -1.320 0.339
C 7.701 -4.184 -1.810
H 10.111 1.110 0.249
```

Results
LUMO level: -0.711 eV
gap between HOMO and LUMO: 5.673 eV
structure (SMILES): CC(C)(C)c1cccc(C(C)(C)C)c1N1C=CN(c2c(C(C)(C)C)cccc2C(C)(C)C)C1=Cc1ccccc1.CN(C)c1ccc(C=C2C(=O)OC(C)(C)OC2=O)cc1
relative energy (zero: lowest compared OMol25 entry of this formula, charge and spin): 0.0 kcal/mol
HOMO level: -6.3837 eV


Entry 3:
C53H67NO7PS3Ti as an isolated structure at a distorted geometry, computed with ωB97M-V/def2-TZVPD.

```
133
C53H67NO7PS3Ti, DFT ωB97M-V/def2-TZVPD
N 1.463 1.492 -1.536
H -2.563 -3.726 3.207
H -2.018 -3.105 -3.781
H -1.486 0.013 4.283
H 3.451 2.381 0.795
O -1.520 -2.254 -1.226
H 2.967 -5.275 -0.195
H 4.636 0.343 0.862
H -5.516 3.668 -0.337
H -0.482 -3.966 -3.989
C 1.160 -0.256 3.009
H -6.736 2.249 -2.185
C 3.173 1.732 1.633
H 1.091 -1.254 -5.338
C 2.473 0.694 -2.006
H -3.107 -3.542 -1.584
C 2.563 -5.208 2.381
H -0.100 6.989 1.706
C -5.665 2.341 -2.071
C 3.610 1.252 -2.545
H 2.615 -2.069 6.159
C 1.861 -2.253 4.161
H -0.146 4.931 4.133
C -2.759 0.131 1.047
C 0.768 -2.197 -4.904
H 4.985 2.247 2.697
C 2.146 -4.583 0.023
H -3.309 1.069 1.116
S -3.340 2.974 -1.204
C -3.425 1.924 -2.583
H -0.113 -5.948 1.735
O 2.724 -1.677 -2.172
C 3.735 2.650 -2.557
C -2.852 -0.015 -6.760
C 3.644 0.320 1.316
C 3.573 -3.157 1.445
C 0.596 3.628 -4.850
O 0.006 4.630 -1.169
H -1.396 6.107 3.689
C 1.306 -1.670 3.011
H -1.574 -2.285 3.440
H -1.814 -5.560 1.981
C -1.048 2.463 1.855
C 1.906 -0.203 5.358
C -0.641 4.928 2.024
H 3.507 -2.394 0.672
H -2.721 1.123 3.684
C -1.520 3.754 -3.936
C -2.166 1.315 -3.241
C -2.263 0.144 3.526
C -1.664 0.053 2.119
C -3.543 -1.025 -6.173
H -0.915 -4.793 0.662
H 2.786 4.536 -2.052
C -1.022 5.098 3.502
C 1.424 0.412 4.221
H 1.743 -5.922 2.394
C 1.661 1.873 1.752
H 0.691 -5.153 4.080
C 0.361 6.004 1.614
H -2.440 4.226 -3.628
H 3.701 1.621 3.738
H 4.632 3.107 -2.955
H -3.029 -0.620 3.678
H -1.755 1.773 -6.103
H 2.064 -3.312 4.140
H 0.277 -2.923 -1.797
C 2.310 -4.021 1.444
H -0.100 -3.721 4.760
H -1.152 -0.899 2.006
P 0.771 -2.858 1.677
H -5.034 1.087 -3.757
H -0.998 -4.175 -1.747
H -3.359 -2.262 -0.377
C 1.556 2.855 -1.586
H -3.366 -1.857 -2.097
C 3.907 2.255 2.876
C -4.730 1.692 -2.919
H 2.083 0.374 6.257
H 0.646 5.853 0.574
H 1.566 -2.582 -4.265
H 1.249 5.983 2.250
C 1.193 3.180 1.649
C -0.755 -3.141 -2.043
C -0.444 4.447 -4.555
H 2.790 -4.908 3.404
C 2.087 -0.702 -1.790
C -0.492 -3.980 2.632
C -0.196 -4.526 4.032
C -0.627 1.137 1.910
H -2.712 0.081 -7.827
C 2.177 -1.560 5.309
S -3.546 -0.865 -4.464
C -2.904 -2.491 -1.341
H -3.473 -0.685 1.175
H 4.441 -3.785 1.222
H -2.310 0.064 0.043
C -5.053 3.073 -1.108
O -0.587 2.471 -0.879
O -0.416 -1.927 -4.179
O -1.501 0.451 -2.325
H 3.605 3.276 3.118
H 3.737 -2.679 2.410
H -1.538 5.056 1.409
H 1.206 -5.123 -0.099
H 2.956 -0.150 0.621
H 1.238 1.479 4.260
H -1.047 -5.145 4.337
H 1.927 3.962 1.496
H 2.189 -3.779 -0.709
C 0.274 3.433 -1.182
C -1.757 -3.126 2.772
C 0.746 0.823 2.009
H -1.792 4.383 3.796
Ti -0.197 0.673 -1.085
O 0.958 -0.775 -1.106
H -0.455 5.509 -4.750
C -1.260 2.432 -3.749
C -2.596 0.577 -4.519
H 1.540 3.871 -5.310
C -2.324 0.903 -5.815
H -2.085 -2.764 1.796
H 3.689 -0.282 2.222
H 4.388 0.605 -2.928
C -0.844 -5.142 1.693
H -4.038 -1.866 -6.630
H -2.108 2.688 1.894
C -0.948 -3.070 -3.557
C 2.707 3.457 -2.060
H 3.444 -5.737 2.005
S 0.291 2.005 -4.377
H 0.570 -2.916 -5.711
C -0.146 3.513 1.818
```

Results
LUMO level (alpha / beta): 2.305 / 2.305 eV
gap between HOMO and LUMO (alpha / beta): 4.556 / 4.574 eV
HOMO level (alpha / beta): -2.2512 / -2.2691 eV
net charge: -1